No. 1
{
  "formula": "C3HF3O",
  "method": "ωB97M-V/def2-TZVPD",
  "molar_mass_g_mol": 110.034,
  "de_lowest_kcal_mol": 134.38,
  "largest_force_ev_per_a": 6.501,
  "symbols": ["C", "C", "C", "O", "F", "F", "F", "H"],
  "xyz": [[0.17356, -0.30987, -0.10669], [-1.01719, -0.46717, 0.01451], [-3.73710, -0.03447, 0.01887], [-2.99683, -1.08365, -0.12945], [-3.69160, 0.74350, -1.06644], [-3.34144, 0.79870, 1.03039], [-4.98281, -0.47879, 0.23730], [1.23049, 0.04622, -0.30656]]
}



No. 2
{
  "formula": "C7H21AsBrFNO2P2S",
  "method": "ωB97M-V/def2-TZVPD",
  "molar_mass_g_mol": 419.089,
  "energy_ev": -176192.1540,
  "largest_force_ev_per_a": 3.514,
  "charge": -1,
  "symbols": ["C", "C", "O", "As", "C", "C", "N", "C", "C", "C", "F", "P", "S", "P", "O", "Br", "H", "H", "H", "H", "H", "H", "H", "H", "H", "H", "H", "H", "H", "H", "H", "H", "H", "H", "H", "H", "H"],
  "xyz": [[2.72455, -0.61623, 1.25420], [2.61576, 0.17073, -0.20841], [1.64125, -0.35931, -1.13758], [-0.11562, -0.04163, -0.75630], [-0.35088, -2.03751, -0.42394], [-0.72613, -2.42996, 1.11811], [-2.05137, -3.14799, 1.29339], [0.04795, 1.98793, -0.90838], [0.28157, 2.72995, 0.56147], [-1.04721, 2.77825, 1.51551], [-0.68402, 3.54442, 2.76605], [-2.37729, 0.16867, -0.50903], [-3.25566, 1.01495, -2.07716], [-0.52773, -0.27788, -3.04324], [0.26259, -1.81938, -3.41642], [0.57660, 1.27773, -4.25820], [3.69441, -0.14876, 1.77141], [2.89482, -1.79102, 1.12451], [1.83967, -0.36509, 1.98616], [3.68265, -0.05384, -0.70538], [2.62818, 1.35592, -0.09134], [0.10534, 0.14495, 0.77929], [0.68555, -2.53515, -0.71389], [-1.19360, -2.44109, -1.15439], [0.11168, -3.19498, 1.48453], [-0.71364, -1.54627, 1.88420], [-2.05639, -3.49375, 2.29969], [-2.87024, -2.48874, 1.25603], [-0.88215, 2.50641, -1.39785], [1.05175, 2.19264, -1.51339], [0.66231, 3.84553, 0.43134], [1.12014, 2.19587, 1.21615], [-2.02307, 3.16800, 1.00583], [-1.21831, 1.66063, 1.89911], [-2.94825, -1.18676, -0.48650], [-2.82169, 0.79094, 0.71070], [1.23648, -1.55819, -3.55627]]
}



No. 3
{
  "formula": "C2H4OS2",
  "method": "ωB97M-V/def2-TZVPD",
  "molar_mass_g_mol": 108.187,
  "de_lowest_kcal_mol": 36.70,
  "largest_force_ev_per_a": 6.925,
  "symbols": ["C", "C", "H", "H", "H", "H", "O", "S", "S"],
  "xyz": [[0.13513, -0.00476, -0.63637], [-1.04876, 0.01060, 0.26892], [2.31447, 0.79851, 0.60090], [0.25271, 0.98466, -1.21697], [-0.05793, -0.69755, -1.28137], [-0.07159, -0.74976, 1.41451], [-0.88553, -0.27038, 1.44442], [1.75190, -0.37006, -0.09130], [-2.39040, 0.29875, -0.50276]]
}



No. 4
{
  "formula": "C34H46CoN3O6P2",
  "method": "ωB97M-V/def2-TZVPD",
  "molar_mass_g_mol": 713.638,
  "energy_ev": -108964.7438,
  "largest_force_ev_per_a": 1.646,
  "symbols": ["Co", "C", "C", "C", "P", "C", "C", "C", "C", "C", "C", "C", "C", "C", "N", "C", "C", "C", "C", "C", "C", "P", "C", "C", "C", "C", "C", "C", "H", "H", "H", "H", "H", "H", "H", "H", "H", "H", "H", "H", "H", "H", "H", "H", "H", "H", "H", "H", "H", "H", "H", "H", "H", "H", "H", "H", "H", "H", "H", "H", "H", "H", "H", "H", "N", "C", "C", "C", "O", "O", "H", "H", "H", "H", "H", "H", "O", "C", "O", "C", "C", "C", "C", "C", "C", "N", "O", "O", "H", "H", "H", "H"],
  "xyz": [[-0.68613, -0.56101, -0.26180], [-0.29857, -0.08161, 3.91778], [-1.22482, 0.95992, 3.27262], [-0.50449, 2.30783, 3.20472], [-1.89355, 0.33987, 1.64105], [-3.51463, -0.41093, 2.20097], [-4.47219, -0.63251, 1.02958], [-3.31918, -1.70373, 2.99645], [-2.52297, 1.77633, 0.76159], [-3.46369, 2.63814, 1.32435], [-4.12977, 3.56686, 0.55171], [-3.89164, 3.57840, -0.82326], [-2.93964, 2.75477, -1.38306], [-2.16033, 1.88928, -0.58735], [-1.11253, 1.14652, -1.09371], [-0.34018, 1.61767, -2.12695], [-0.26526, 2.98525, -2.47952], [0.41431, 3.39990, -3.60147], [1.07943, 2.48473, -4.41981], [1.12577, 1.16763, -4.01673], [0.46913, 0.73798, -2.86194], [0.69120, -0.92039, -2.20409], [0.40086, -1.98400, -3.70132], [0.49370, -3.47687, -3.38356], [-0.91259, -1.65045, -4.40260], [2.54416, -1.14533, -1.99017], [3.31863, 0.16334, -1.84820], [2.83939, -2.10003, -0.82508], [0.08742, 0.30007, 4.86485], [0.54914, -0.27786, 3.26023], [-0.79781, -1.02830, 4.12251], [-2.11996, 1.07486, 3.89052], [0.53572, 2.18150, 2.91196], [-0.51857, 2.76640, 4.19551], [-0.95987, 2.99671, 2.49578], [-3.94888, 0.33632, 2.87144], [-4.00396, -1.21562, 0.24137], [-4.79765, 0.31008, 0.59207], [-5.35858, -1.16767, 1.37876], [-2.87532, -2.47961, 2.37473], [-4.28596, -2.07531, 3.34081], [-2.69357, -1.56396, 3.87677], [-3.69227, 2.56904, 2.38280], [-4.84953, 4.24126, 0.99542], [-4.46423, 4.23674, -1.46455], [-2.78860, 2.75443, -2.45345], [-0.73267, 3.71503, -1.83517], [0.43624, 4.45527, -3.84395], [1.58307, 2.80476, -5.32174], [1.70537, 0.45945, -4.59862], [1.23125, -1.72307, -4.36404], [-0.38727, -3.79794, -2.82772], [1.39019, -3.72948, -2.81367], [0.51569, -4.05217, -4.31049], [-1.77414, -1.84853, -3.76700], [-1.00927, -2.27161, -5.29659], [-0.94562, -0.60577, -4.70921], [2.86601, -1.64180, -2.91018], [2.89597, 0.80668, -1.08122], [3.32863, 0.73238, -2.77482], [4.35267, -0.05878, -1.57284], [2.47748, -1.68052, 0.11067], [3.91518, -2.26203, -0.73375], [2.36768, -3.07552, -0.97586], [-0.26796, -2.42317, 0.67533], [-0.74110, -3.70086, 0.11860], [-2.21745, -3.64663, -0.24485], [-2.47609, -2.63616, -1.36192], [-2.95438, -3.01597, -2.41531], [-2.18547, -1.40355, -1.08813], [0.74314, -2.42315, 0.76415], [-0.64433, -2.28827, 1.60789], [-0.56148, -4.51460, 0.82690], [-0.15443, -3.90950, -0.77513], [-2.80661, -3.35780, 0.62527], [-2.55030, -4.62710, -0.57926], [0.97813, 2.17602, 0.53120], [1.44344, 1.12291, 0.92373], [0.92137, -0.06117, 0.82483], [2.76579, 1.13869, 1.66887], [3.21076, 0.04469, 2.40287], [4.43678, 0.08313, 3.04421], [5.20756, 1.22718, 2.93399], [4.78537, 2.33140, 2.21192], [3.55514, 2.28099, 1.58243], [6.51496, 1.26922, 3.60474], [6.87887, 0.27216, 4.19678], [7.15612, 2.29774, 3.52788], [2.59176, -0.83907, 2.47210], [4.80997, -0.75476, 3.61431], [5.42055, 3.20259, 2.15055], [3.18149, 3.12204, 1.01453]]
}



No. 5
{
  "formula": "CH3LiOTl",
  "method": "ωB97M-V/def2-TZVPD",
  "molar_mass_g_mol": 242.358,
  "de_lowest_kcal_mol": 50.80,
  "largest_force_ev_per_a": 3.602,
  "charge": 2,
  "multiplicity": 2,
  "s_squared": 0.76,
  "symbols": ["O", "C", "H", "H", "Li", "Tl", "H"],
  "xyz": [[-0.03795, -0.13262, -0.15444], [-1.24869, -0.28776, -0.52048], [-1.86243, -1.02111, 0.02121], [-1.76605, 0.50129, -1.08334], [0.92615, -0.59233, 1.40636], [2.87308, 0.72037, 0.34547], [1.11589, 0.81215, -0.01479]]
}